Molecular formula: C7H8F3N
Method: DFT, wB97M-V/def2-TZVPD

The geometry in XYZ format:
```
19
Properties=species:S:1:pos:R:3:lowdin_charge:R:1
C -1.43882 -0.77006 -0.36478 -0.024
C -1.02655 -1.40915 0.67442 -0.205
C 0.33188 -1.31817 1.16387 -0.127
C 1.12818 -0.24311 1.11073 -0.052
C 0.34143 1.04414 0.81225 -0.032
C -0.21163 1.37961 -0.38714 -0.311
N 0.30844 1.16668 -1.60459 0.124
C -1.13682 2.60327 -0.46870 -0.524
F -2.37582 2.20963 -0.08571 0.115
F -0.88376 3.67400 0.35648 0.114
F -1.31202 3.07779 -1.70495 0.137
H -0.73501 -0.67379 -1.17884 0.064
H -2.52734 -0.72505 -0.56561 0.097
H -1.77317 -1.70412 1.39689 0.106
H 0.66422 -2.23828 1.69470 0.112
H 1.98227 -0.20466 1.71712 0.076
H 0.16860 1.70850 1.71490 0.141
H 0.90002 0.41867 -1.86658 0.110
H -0.11510 1.56885 -2.37670 0.079
```

As for the total energy: -17028.2627 eV. The maximum force comes out at 4.15 eV/Å. The calculation puts the relative energy (zero: lowest compared OMol25 entry of this formula, charge and spin) at 1.344 eV. Its lowest unoccupied orbital energy is 0.86 eV. As for the SMILES: C=C/C=C\C=C(/N)C(F)(F)F. As for the HOMO energy: -8.22 eV. As for the total charge: 0.